C34H30CrN6S5 as an isolated structure, computed with ωB97M-V/def2-TZVPD.

```
! wB97M-V def2-TZVPD RIJCOSX def2/J DEFGRID3
* xyz 0 5
C -0.3861 2.8253 -3.3252
C -4.2283 -2.5004 -0.6527
H -2.6085 0.1298 -3.2344
C 0.1003 1.9778 -2.3380
N 3.3581 -5.9963 1.4083
C 4.6513 -0.9252 -2.0168
C 1.0632 2.3836 -1.4061
S -0.5698 -0.6721 2.3715
C 1.9582 -4.4037 0.2161
C -2.4008 1.3581 1.9847
H -5.1293 -3.0732 -0.8285
C 1.5169 3.7029 -1.5088
C -2.7169 -0.0655 3.9418
N 0.8714 -1.7823 -0.0974
C 4.4490 -8.1777 2.0081
C 2.9748 -9.2089 -0.1875
C -2.3158 -1.9846 0.6727
H -1.9741 -2.5898 2.7030
H 7.7555 -0.7691 -1.5026
N -1.9413 -1.0627 -0.2172
C 0.0625 4.1315 -3.3864
C -3.8595 0.6265 4.2933
H -0.6203 -2.9173 1.6029
C 2.8927 -7.8762 0.1848
N 2.1837 -6.8049 -0.3235
H -4.4147 0.3501 5.1791
H 3.9084 -11.0687 0.3051
H 5.8750 0.4737 -2.8707
H 1.5667 -6.8232 -1.1128
H 0.7210 -4.8073 -1.5587
H 6.6342 -2.5637 -0.4485
C -3.5583 2.0502 2.3707
C 3.8121 -10.0222 0.5631
C 6.1103 -1.6140 -0.3196
H 2.2569 4.0460 -0.7977
H 6.0730 -1.3827 0.7447
S -1.4806 1.9040 0.5944
H 1.3866 5.5784 -2.5157
H -4.3960 -1.3454 -2.4659
C 6.7743 -0.4785 -1.1284
H -0.1482 -2.5832 -1.7429
H 2.4142 -9.6014 -1.0266
C -4.2746 1.6890 3.4941
C -2.1969 0.2730 -2.2371
H -1.1127 2.4617 -4.0420
H 6.8857 0.4286 -0.5299
C 3.6160 -7.3447 1.2652
S 3.2986 -0.8236 -2.9702
H -5.1653 2.2449 3.7583
H 5.1796 -10.1760 2.2096
C 4.5369 -9.5119 1.6461
C -3.4762 -2.7212 0.4867
C 2.4997 -5.6990 0.4454
N 4.7782 -1.6570 -0.8926
S -0.3699 0.2622 -2.3127
H -0.3172 4.8027 -4.1444
N 5.8330 -0.2897 -2.2209
H -2.3592 -0.8812 4.5596
H 5.0099 -7.7824 2.8449
C -2.0110 0.2880 2.7939
Cr -0.1611 -0.0327 0.0548
H -3.7685 -3.4588 1.2209
S 1.7345 1.2968 -0.1963
H 2.1370 -1.2439 1.4782
H 3.0789 -3.4764 1.8310
H -2.4961 1.2442 -1.8377
C 0.5388 -2.8168 -0.9379
C 1.0228 4.5597 -2.4740
C 1.0325 -4.0767 -0.8221
C -3.8234 -1.5431 -1.5707
H -3.8804 2.8856 1.7624
C -2.6695 -0.8223 -1.3164
C 1.8188 -2.0771 0.8618
C 2.3467 -3.3114 1.0521
H 4.0631 -2.3190 -0.6379
C -1.4104 -2.2058 1.8549
*
```

As for the expectation value of S²: 6.07. Its energy above the lowest of the compared OMol25 structures with the same formula, charge and spin is 20.2 kcal per mole. The calculation puts the orbital gap (spin up / spin down) at 4.55 / 6.64 eV.

***

C34H30N4O4S2V as an isolated structure, computed with ωB97M-V/def2-TZVPD.

```
! wB97M-V def2-TZVPD RIJCOSX def2/J DEFGRID3
* xyz 0 4
N -1.1428 2.4430 1.0230
C 2.3292 -5.5348 -1.6067
C -1.3891 0.9964 2.9177
H -0.6898 -0.7435 -3.2125
C -0.9953 -1.9064 -1.5559
H 4.2778 5.1006 0.2061
C -4.1703 3.9371 -3.9233
C -3.6352 3.1322 -2.9281
H -4.3373 5.9271 -4.7014
C 2.1049 -5.9832 -0.3125
C -3.8815 -2.5643 3.0497
S 1.0934 0.4942 0.4763
C 1.5806 -4.4920 -2.1181
H 1.0298 -0.1800 4.9612
C -2.8442 3.6861 -1.9310
C 2.8223 -0.8234 -1.2233
C 3.1966 2.0684 1.2310
H 3.6201 -3.5427 1.4082
C 2.5365 -1.7374 1.0004
H -0.4239 -2.1824 4.8449
C 3.6844 -1.8578 -1.5313
C 3.9742 3.2102 1.1707
H -3.8310 2.0682 -2.9063
H 2.0525 -1.6930 1.9670
C 0.3479 -4.3373 -0.0548
H 2.6879 -6.7986 0.0921
H 3.0939 -5.9901 -2.2207
H 3.4197 1.2877 1.9457
H -3.8210 -2.5960 1.9633
H -4.2779 -3.5030 3.4332
C 2.2641 -0.7716 0.0498
H 2.5781 -0.0603 -1.9485
C 1.1163 -5.3809 0.4465
O -3.2268 -0.1002 1.9367
N -0.0921 -2.8168 -1.9846
N -1.3134 -0.9399 -2.4444
C -2.2837 2.8086 -0.8653
O -2.5815 -2.4584 3.6363
C -1.8481 2.1677 2.0833
H 0.9367 2.7983 -1.1914
C -3.1265 5.8570 -2.9286
C -0.2215 0.9926 3.6864
C -0.6819 -1.2873 4.2966
H 0.3859 1.8865 3.7372
C 0.1304 -0.1532 4.3599
C 2.1322 1.9335 0.3501
C -3.9172 5.2999 -3.9275
C 3.4098 -2.7724 0.6815
H -1.9802 5.4756 -1.1518
H 4.1343 -1.9114 -2.5124
C 3.6741 4.2054 0.2462
H -2.9274 6.9202 -2.9262
O -2.5118 1.5316 -0.9835
O 0.1268 0.5691 -0.6946
C 0.5892 -3.8859 -1.3460
S -1.7412 -1.8742 -0.0419
C 3.9785 -2.8294 -0.5773
H 4.8109 3.3287 1.8443
C -2.5937 5.0560 -1.9351
H 4.6466 -3.6406 -0.8277
C -2.2161 -0.1568 2.8135
H 0.1976 -2.7022 -2.9461
H -4.5162 -1.7320 3.3488
H 0.9222 -5.7200 1.4557
V -1.8781 0.5299 0.6084
H 1.7726 -4.1329 -3.1211
H 2.3526 4.8455 -1.3130
H -1.8126 -0.1348 -2.0689
H -0.4113 -3.8835 0.5556
C -1.8580 -1.3089 3.5646
C 1.8059 2.9191 -0.5610
C 2.5954 4.0608 -0.6100
H -4.7891 3.4981 -4.6960
H -2.7771 2.6929 2.3169
N -1.6670 3.3909 0.1202
*
```

As for the expectation value of S²: 3.77. Its energy above the lowest of the compared OMol25 structures with the same formula, charge and spin is 0.0 kcal per mole. The calculation puts the orbital gap (spin up / spin down) at 7.06 / 7.84 eV.

***

C34H30N5OOsS as an isolated structure, computed with ωB97M-V/def2-TZVPD.

```
! wB97M-V def2-TZVPD RIJCOSX def2/J DEFGRID3
* xyz 1 5
H 1.3781 3.3854 -3.5978
C 3.2324 -0.3995 -0.4212
N 1.0231 -1.7406 2.0943
N 2.2181 0.3028 0.0667
C 1.6412 -1.0734 3.0851
C -2.6962 4.2752 -3.0211
C 1.0351 -3.6895 3.4616
Os 0.1201 -0.3977 0.3364
C 1.6599 -2.9966 4.4692
N 0.1082 -3.7485 1.2659
C -3.6465 3.6371 -2.2371
H 3.0194 5.3291 1.4637
C 4.5244 0.1500 -0.5758
S -0.1719 1.6488 1.2327
C -0.1245 -3.5460 -0.0849
C 2.4547 1.6189 0.4323
H 0.7833 -4.7357 3.5770
C -0.6251 -3.3239 -2.7728
C -2.1451 1.7949 -1.8990
H -6.3526 -0.2440 2.9604
H 1.9882 1.7527 -3.9405
H -2.9114 5.2412 -3.4574
H -0.0272 -1.2959 -2.4369
C -1.1828 2.4305 -2.6810
C -2.8777 -0.6322 1.2717
H -0.7376 4.1783 -3.8613
H -4.1110 1.8962 -1.0654
C -1.4690 3.6722 -3.2463
C 1.6169 3.6932 1.3397
C 0.1389 1.7819 -2.8869
O 0.4668 0.7883 -2.2556
C -5.3846 -0.3543 2.4913
H -4.2873 -0.0267 4.3077
C 2.8770 4.2969 1.1745
H -3.9796 -0.9579 -0.5417
H -0.8099 -3.1848 -3.8273
C 1.3990 2.3845 0.9842
H 2.3484 -1.8695 -1.6874
C 1.0970 2.3718 -3.8886
C -5.2947 -0.6202 1.1270
H -2.0699 -0.2883 3.2308
C 3.9127 3.5743 0.6591
N 0.0583 -2.3689 -0.6792
C -4.0628 -0.7539 0.5190
H 0.6287 2.4342 -4.8719
H -1.9179 0.8308 -1.4604
C 0.7319 -3.0190 2.2698
H 5.3070 -0.4778 -0.9771
H 4.8932 4.0144 0.5309
N -1.6736 -0.7700 0.6768
C 3.0308 -1.8207 -0.8411
H -0.7101 -5.6076 -0.2907
C -2.9835 -0.3784 2.6554
H -0.1097 -4.6883 1.5531
H 2.6135 -2.4128 -0.0274
C -0.5710 -4.6655 -0.8045
C -3.3726 2.3939 -1.6790
H 3.9789 -2.2601 -1.1420
H -1.1714 -5.4119 -2.7046
H 2.4721 -1.0725 5.0501
H 0.7942 4.2607 1.7566
H -6.1961 -0.7201 0.5365
H 1.9024 -3.4965 5.3974
C -0.8248 -4.5533 -2.1453
H 5.7521 1.8766 -0.3593
C 3.7185 2.2249 0.2836
H 1.8416 -0.0276 2.8859
C 4.7673 1.4420 -0.2386
C -0.1906 -2.2755 -2.0075
C -4.2219 -0.2332 3.2474
H -4.6045 4.1088 -2.0615
C 1.9815 -1.6518 4.2825
*
```

As for the expectation value of S²: 6.06. Its energy above the lowest of the compared OMol25 structures with the same formula, charge and spin is 0.0 kcal per mole. The calculation puts the orbital gap (spin up / spin down) at 6.83 / 7.26 eV.

***

C34H31BrN8O4S3Yb as an isolated structure, computed with ωB97M-V/def2-TZVPD.

```
! wB97M-V def2-TZVPD RIJCOSX def2/J DEFGRID3
* xyz -1 2
C -0.0075 -1.3759 4.6600
N 6.7107 1.7205 4.5672
C -0.0979 2.6736 -6.8823
N 1.0556 -1.3816 -2.2032
C -0.0738 2.5547 -4.4990
H -0.9053 -1.0984 -7.2547
C 1.7946 -3.4247 -1.0620
O -2.3988 -1.2308 0.8670
H 5.0023 -4.2153 -0.1287
C 3.2120 2.5881 4.7013
H 1.1403 3.1710 4.8938
C -4.0760 1.5623 2.2842
C 3.6520 -5.4721 -1.3153
H -5.7670 1.2828 -2.8828
C -1.7168 -2.2292 6.3585
C 0.6473 -1.3593 6.8174
C 1.5372 2.5100 2.8830
C -5.3010 1.9201 -0.0143
C 4.2670 2.1396 3.7898
H 0.5614 -1.6096 7.8676
H 0.4985 -4.6086 -2.3196
N -0.4083 -1.6807 5.9573
H -3.5935 2.4633 2.7227
C 1.4825 -4.5400 -1.8381
H 0.0984 3.7417 -6.7128
N -3.0253 1.7760 0.0813
H -1.6079 -3.1661 6.8848
C -2.7047 -1.2250 -0.3665
C -4.1416 1.7555 0.8414
Yb -0.6406 0.1008 0.2351
C -0.6668 -0.0214 -7.1613
H 0.1093 2.7353 -8.9986
H 4.6982 1.3353 1.8429
O -1.9680 -0.7972 -1.3184
N 0.6669 -0.0831 -2.1296
H 2.2799 -1.9095 0.5602
H -0.9105 -0.0977 -4.9831
N 1.2294 -0.7967 4.7934
C 2.4061 -5.5875 -1.9215
C 3.9185 1.8165 2.4793
H -2.7252 2.2887 -1.9104
H -6.4362 2.8292 -2.3446
H -6.3342 1.8843 0.3097
H -3.7542 -1.5943 -0.6540
C -5.5083 2.2871 -2.5489
C 1.6266 -0.7482 6.1124
H -2.2473 -1.5377 7.0207
S -0.0775 2.5135 2.3987
H 1.3426 0.3128 -4.0879
C 5.6152 1.9535 4.2177
O 3.2079 -2.3990 0.5800
H -5.0464 1.4682 2.7623
H 0.9647 -1.8770 -3.0851
C -0.6523 0.5206 -5.8771
H -4.9250 2.7443 -3.3624
Br -0.0940 3.0000 -1.7137
H 4.3913 -6.2764 -1.3818
C 3.9958 -4.3289 -0.5776
C -0.4021 0.7384 -8.3037
H -2.3144 -2.3442 5.4392
C 3.4158 2.6828 6.1002
H 1.7605 -0.3757 4.0337
C 0.8240 0.6612 -3.1879
C 3.0235 -3.3475 -0.3288
H -0.2013 3.6259 -4.5350
H -3.4141 0.7133 2.5173
H 2.5890 -0.3965 6.4113
S -0.8603 -1.6237 3.2712
C -0.3057 1.8775 -5.7393
H 2.1451 -6.5053 -2.4647
H -0.2111 -2.6400 -1.0514
C -4.7846 2.1730 -1.2841
C 1.9120 2.8391 4.1883
N 3.5210 2.7357 7.2697
C -0.1318 2.0936 -8.1445
N -3.4314 2.1296 -1.1711
H -0.3542 0.2440 -9.2780
C 0.2282 1.9584 -3.2842
S 2.3290 1.6042 0.4146
C 2.6105 1.9667 2.0015
O 0.9372 -1.5585 0.1793
C 0.8148 -2.2294 -1.0077
*
```

As for the expectation value of S²: 0.75. Its energy above the lowest of the compared OMol25 structures with the same formula, charge and spin is 20.7 kcal per mole. The calculation puts the orbital gap (spin up / spin down) at 4.70 / 4.70 eV.

***

C34H31Ge2IrN4O4S as an isolated structure, computed with ωB97M-V/def2-TZVPD.

```
! wB97M-V def2-TZVPD RIJCOSX def2/J DEFGRID3
* xyz 1 2
H -2.1700 -3.2852 -1.0069
H -5.5866 2.4129 -2.1664
C 2.0185 -1.4864 2.0387
O -3.7903 -0.6899 2.1542
C -0.3013 3.9416 1.5647
N -1.7337 2.0923 1.8316
H -0.2916 -7.1638 2.5232
H -0.7413 -3.7526 -0.0641
N 0.8051 -1.1828 2.3495
C 2.5312 3.1480 -3.7171
C 1.8920 2.6474 -1.4558
H 2.1320 -1.8388 -0.5232
C 1.7572 -3.9236 2.1500
C 1.6049 -6.3149 2.0032
C -0.2958 -5.0264 2.6984
H -2.9169 -0.7151 -0.9934
Ge -0.2272 -1.7243 -1.5305
H -5.1863 0.0471 -1.5554
C -2.9070 1.4816 1.9036
H -0.1778 -1.3915 -4.0881
C 4.9310 0.5929 0.8628
C 4.1720 -0.5297 1.1574
C -4.3676 0.7553 -1.5599
H -1.7395 -2.3765 0.4459
H -1.3279 -4.9633 3.0223
H -2.7014 5.2605 1.5457
H -0.9843 -2.8990 -3.6287
H 1.7739 -3.3305 -1.4188
O 0.6169 3.0031 1.6146
H 0.1429 0.7478 -3.6468
H 3.1319 3.7094 -4.4205
C -4.0963 2.1809 1.8634
H 4.9591 2.7396 0.9088
C 2.3439 -5.1471 1.8798
C 0.4379 -3.8616 2.5584
H 2.2308 -1.8500 -2.2842
S -0.3487 -2.3103 2.8727
C -2.0221 1.2281 -1.2265
C 0.8611 1.4724 -3.2795
C -4.5920 2.0846 -1.8929
C 0.2857 -6.2561 2.4179
H 2.0630 -7.2674 1.7764
C -1.6810 3.4091 1.7041
C -4.0490 3.5621 1.7376
Ir 0.1837 0.9745 1.7043
H -3.7128 4.0298 -2.1427
N 2.5143 -2.7375 2.0143
H 2.6066 2.8746 1.7250
H 4.5898 -1.5114 0.9892
H -1.8448 -1.3573 -3.4764
C 4.3879 1.8410 1.0891
C -2.8188 -0.0024 1.9467
O -1.6137 -0.4248 1.7137
C -2.2639 2.5698 -1.5387
C -3.0866 0.3286 -1.2371
C -3.5416 2.9932 -1.8798
H 1.9692 2.8445 -0.3985
H -5.0243 1.6298 1.9181
O -0.0981 5.1149 1.4088
C 1.6816 -2.2427 -1.4281
C 1.6298 2.1974 -4.1780
C 2.6546 3.3814 -2.3564
H 3.3387 4.1399 -1.9959
H 5.9341 0.4911 0.4718
C -0.8734 -1.8421 -3.3825
C 3.0849 1.9238 1.5431
H 1.5210 2.0227 -5.2406
H -1.4467 3.2842 -1.5116
C 2.8896 -0.3750 1.6471
C -2.8146 4.1917 1.6585
Ge -0.2032 0.6978 -0.6961
H 3.4892 -2.8517 1.8010
H 3.3825 -5.1791 1.5689
C -1.3368 -2.9073 -0.4129
C 0.9899 1.6870 -1.9093
H -4.9604 4.1415 1.6775
N 2.3369 0.8420 1.7811
*
```

As for the expectation value of S²: 0.76. Its energy above the lowest of the compared OMol25 structures with the same formula, charge and spin is 28.2 kcal per mole. The calculation puts the orbital gap (spin up / spin down) at 5.98 / 5.89 eV.

***

C34H31MoN3O2PSe2 as an isolated structure, computed with ωB97M-V/def2-TZVPD.

```
! wB97M-V def2-TZVPD RIJCOSX def2/J DEFGRID3
* xyz 1 1
C -5.2676 0.0509 0.2514
H 6.6799 -1.3024 -1.2017
H 0.5249 3.5578 1.2051
C 2.5230 0.5756 1.3913
N -0.9653 2.1405 0.8761
H 3.0130 4.1350 -1.6269
H -2.7961 -0.1570 -5.8489
N 1.9036 -0.3073 -0.6737
H -2.4303 -3.9184 -4.0077
C 4.7561 3.7927 -0.4137
C 5.9751 -2.0067 -0.7561
Mo 0.3218 0.8559 -0.3669
O -1.1716 -0.3802 -0.1072
H 2.3973 0.2232 -2.6543
H -2.6632 2.6028 1.9010
C 2.7672 -0.2687 -1.7692
H 1.8890 -1.4143 1.1155
C -3.0458 0.9512 0.5588
H -0.2122 -1.4961 -8.9830
C -0.1229 2.9058 1.7903
H -5.3509 -1.9111 -0.6189
C 0.3942 -4.2081 -1.3989
C -1.9291 -0.7197 -6.1754
C 0.6890 1.8191 2.4612
H 6.3143 3.2192 0.9542
C -4.4392 1.0546 0.6919
C -3.3392 -1.2483 -0.4039
H 4.9838 1.4186 1.9742
C 3.2642 1.7271 0.7441
H 1.1311 -2.7610 -7.3410
H 0.0699 1.2812 3.1867
C 4.5577 2.0179 1.1777
H -2.1768 -0.1960 -8.2386
C 3.9080 -1.3644 0.4977
H 4.5870 -0.6405 -2.6965
H 0.0429 -6.3220 -1.4827
C 5.3086 3.0269 0.6066
H 5.3281 4.5929 -0.8643
C -4.7057 -1.1065 -0.2911
C 2.5617 -0.7236 0.5945
H -4.8564 1.9451 1.1470
C -0.4808 -1.4742 -7.9352
C 0.2757 -2.1860 -7.0118
H 1.5590 2.2207 2.9819
H 0.5333 -2.0752 -1.5108
Se -0.0612 0.3647 -3.0703
C -1.2666 -5.2377 -2.7930
C -2.4869 -0.2178 -0.0022
H 2.8869 0.4046 2.4097
C -0.0655 -2.1641 -5.6700
H 4.2726 -1.8227 1.4107
C -1.1712 -1.4277 -5.2424
C -2.2086 1.9677 1.1387
H 0.5204 -2.7263 -4.9527
H 6.3649 -2.3235 0.2095
O 1.4504 2.3766 -0.7842
C 0.0230 -2.9569 -1.8741
H -6.3402 0.1456 0.3428
C -1.6370 -3.9920 -3.2711
H -2.8978 -2.1531 -0.8009
C 2.7086 2.5136 -0.2841
Se -1.1967 2.0357 -2.0536
H -1.7739 -6.1226 -3.1536
C -1.5826 -0.7423 -7.5184
C 3.4702 3.5427 -0.8450
H 1.1918 -4.2887 -0.6711
C 4.6250 -1.3793 -0.6241
C 4.0168 -0.7469 -1.7825
C -0.2479 -5.3488 -1.8548
C -0.9873 -2.8399 -2.8192
H -0.7190 3.5053 2.4802
H 5.9303 -2.8782 -1.4127
N 1.1010 0.8870 1.4048
P -1.6792 -1.2896 -3.4960
*
```

Its energy above the lowest of the compared OMol25 structures with the same formula, charge and spin is 45.4 kcal per mole. The calculation puts the orbital gap (spin up / spin down) at 6.04 / 5.96 eV.